A:
Molecular formula: C5H15N2
Method: DFT, ωB97M-V with the def2-TZVPD basis set

CARTESIAN COORDINATES (ANGSTROEM)
C -1.84972 -1.08700 -0.33121
N -0.89944 0.36893 -0.31938
C -1.35070 1.41268 0.58295
C 0.75272 -0.13164 0.07268
C 1.05245 -1.32370 -0.85439
C 1.62565 1.10936 -0.12968
N 0.73550 -0.52913 1.35731
H -1.10386 -1.90165 -0.33327
H -2.33202 -0.98262 0.58322
H -2.28780 -1.04279 -1.34369
H -0.84245 0.79271 -1.24824
H -0.99569 2.46919 0.59854
H -2.52988 1.51687 0.42913
H -1.32650 1.07739 1.68874
H 0.84004 -1.12431 -1.87371
H 2.10804 -1.40402 -0.89112
H 0.81519 -2.24213 -0.25200
H 2.67031 0.94099 0.26666
H 1.84132 1.29184 -1.24734
H 1.26796 2.07690 0.23446
H 1.30657 0.11958 1.95984
H 0.64966 -1.45715 1.66754

Frontier orbital gap: 11.45 eV
Lowest unoccupied orbital energy: -0.09956 Eh
Total charge: +1
SMILES: C[NH+](C)C(C)(C)N

B:
Molecular formula: C5H15N2
Method: DFT, ωB97M-V with the def2-TZVPD basis set

CARTESIAN COORDINATES (ANGSTROEM)
C -1.98432 -1.24786 0.42764
C -0.99948 -0.63370 -0.53431
N -0.25303 0.51738 0.04496
C -1.08123 1.72843 0.15635
C 1.00927 0.79951 -0.67750
C 2.09783 -0.25037 -0.36457
N 1.94991 -0.73718 1.00948
H -1.48883 -1.76204 1.25438
H -2.65646 -0.50452 0.86285
H -2.63043 -1.94465 -0.10578
H -0.28048 -1.37485 -0.88084
H -1.49828 -0.28126 -1.43733
H 0.06650 0.25658 0.98672
H -2.06166 1.51114 0.56933
H -1.25051 2.12951 -0.84303
H -0.55078 2.48714 0.71569
H 0.79912 0.83402 -1.74274
H 1.36028 1.78243 -0.37571
H 3.03694 0.26740 -0.47631
H 2.08677 -1.05847 -1.09666
H 1.49630 -1.64229 1.02548
H 2.83258 -0.87634 1.48190

Frontier orbital gap: 11.54 eV
Lowest unoccupied orbital energy: -0.09540 Eh
Total charge: +1
SMILES: CC[N@H+](C)CCN

B (197.3 kJ/mol below the next structure)

A:
Molecular formula: C5H15N2
Method: DFT, ωB97M-V with the def2-TZVPD basis set

CARTESIAN COORDINATES (ANGSTROEM)
C -2.32656 -0.70677 -0.77669
C -1.41901 -0.31760 0.38077
C -0.19620 0.47768 -0.01779
N -0.62904 2.14098 0.58704
C 1.03576 0.17640 0.76071
N 1.44348 -1.11704 0.17508
C 2.32917 -0.99895 -1.00260
H -3.10741 -1.37914 -0.42813
H -2.79145 0.14996 -1.25862
H -1.81707 -1.25887 -1.56578
H -1.06509 -1.17818 0.95416
H -2.05700 0.17395 1.12380
H -0.04772 0.72741 -1.06187
H 0.09473 2.81317 0.34182
H -1.45605 2.48430 0.10790
H -0.77122 2.21347 1.59489
H 1.86040 0.87542 0.65021
H 0.79874 0.05331 1.81668
H 0.65421 -1.70001 -0.07686
H 3.12718 -0.31249 -0.73644
H 2.71356 -1.98335 -1.23834
H 1.79710 -0.59187 -1.86656

Frontier orbital gap: 9.38 eV
Lowest unoccupied orbital energy: -0.12702 Eh
Total charge: +1
SMILES: CC[C@@H]([NH3+])CNC

B:
Molecular formula: C5H15N2
Method: DFT, ωB97M-V with the def2-TZVPD basis set

CARTESIAN COORDINATES (ANGSTROEM)
C -2.71083 -1.35641 -1.50668
C -1.86299 -1.33212 -0.49914
N -0.43826 -1.37911 -0.64860
C 0.26587 -2.26073 0.29142
H -2.39182 -1.42526 -2.54253
H -3.77365 -1.30076 -1.32812
H -2.20152 -1.24988 0.52715
H -0.21975 -1.61002 -1.61280
H 1.33804 -2.11387 0.18648
H 0.00763 -1.98767 1.31133
H 0.02880 -3.31025 0.13859
C 1.78740 2.73282 0.97072
C 1.16645 1.35332 0.96622
N 0.33063 1.11983 -0.25226
H 2.56870 2.79746 1.72538
H 2.26205 2.92551 0.00472
H 1.06304 3.52342 1.14506
H 1.94263 0.58956 0.97112
H 0.52844 1.15532 1.82452
H -0.53082 1.65806 -0.16354
H 0.03277 0.00158 -0.42653
H 0.80719 1.46919 -1.08251

Frontier orbital gap: 10.30 eV
Lowest unoccupied orbital energy: -0.10535 Eh
Total charge: +1

C:
Molecular formula: C5H15N2
Method: DFT, ωB97M-V with the def2-TZVPD basis set

CARTESIAN COORDINATES (ANGSTROEM)
C 0.18663 -0.67741 -2.63462
N -0.16253 -1.09370 -1.24831
C 0.38474 -2.42113 -0.85702
H -0.23802 0.30083 -2.83218
H 1.26998 -0.62437 -2.70097
H -0.18041 -1.41743 -3.33821
H -1.17913 -1.09776 -1.12916
H 0.19523 -0.35263 -0.60375
H 0.05008 -3.16667 -1.57057
H 0.03277 -2.66706 0.14052
H 1.46944 -2.36493 -0.86781
C 1.16504 1.45326 0.00045
C 0.01803 1.55910 0.69190
N -0.15292 1.30730 2.03183
C -1.29653 0.49471 2.42047
H 2.09946 1.22128 0.49702
H 1.21771 1.84754 -1.00391
H -0.87698 1.91182 0.18678
H 0.70971 1.02044 2.47771
H -1.39116 0.47793 3.50146
H -2.20236 0.94104 2.01016
H -1.22155 -0.53969 2.05952

Frontier orbital gap: 9.19 eV
Lowest unoccupied orbital energy: -0.11217 Eh
Total charge: +1

D:
Molecular formula: C5H15N2
Method: DFT, ωB97M-V with the def2-TZVPD basis set

CARTESIAN COORDINATES (ANGSTROEM)
N -1.42740 -1.28052 -0.74406
C -0.02110 -1.03945 -1.13651
C 0.20982 -1.49664 -2.60245
C 0.10992 0.50059 -0.99036
N -0.15792 0.93055 0.32997
C -0.65247 2.29819 0.30770
C 1.10150 0.02451 3.28005
H 2.01425 -0.57963 3.16344
H -1.62532 -2.25280 -0.53464
H -1.52909 -0.76478 0.12621
H 0.69733 -1.57341 -0.48336
H -0.62601 -1.02951 -3.13146
H 0.21338 -2.58908 -2.76985
H 1.21077 -1.22446 -2.94910
H -0.63137 0.89959 -1.71113
H 1.16317 0.72197 -1.28910
H -0.49698 2.67681 1.30274
H -1.75213 2.08008 0.17716
H -0.24916 3.05446 -0.37279
H 0.81917 0.45470 2.30909
H 0.41586 -0.68702 3.75292
H 1.21377 0.87586 3.96553

Frontier orbital gap: 5.53 eV
Lowest unoccupied orbital energy: -0.31793 Eh
Total charge: +1

B (41.2 kJ/mol below the next structure)

A:
Molecular formula: C5H15N2
Method: DFT, ωB97M-V with the def2-TZVPD basis set

CARTESIAN COORDINATES (ANGSTROEM)
C 2.51437 -0.78445 -1.43091
C 1.27985 0.16000 -1.30549
N 0.12903 -0.54885 -0.76096
C -1.10312 0.32160 -0.83999
C -1.05060 1.19752 0.40904
N -0.57723 0.42429 1.57303
C -1.55526 -0.53002 2.16384
H 3.37765 -0.33261 -1.91405
H 2.15030 -1.67130 -1.94726
H 2.80559 -1.15630 -0.44984
H 1.11312 0.53696 -2.32383
H 1.61638 0.94514 -0.61845
H 0.03777 -1.50163 -1.07476
H -0.94820 0.87897 -1.76419
H -2.00990 -0.28707 -0.88078
H -2.02488 1.62989 0.63681
H -0.42222 2.07578 0.22670
H -0.23913 1.05531 2.29513
H 0.23654 -0.09061 1.17052
H -2.57681 -0.21323 1.96899
H -1.29592 -0.61882 3.21753
H -1.45734 -1.49055 1.64895

Frontier orbital gap: 10.48 eV
Lowest unoccupied orbital energy: -0.11164 Eh
Total charge: +1
SMILES: CCNCC[NH2+]C

B:
Molecular formula: C5H15N2
Method: DFT, ωB97M-V with the def2-TZVPD basis set

CARTESIAN COORDINATES (ANGSTROEM)
C -0.55170 -1.17350 -2.16409
C -0.55123 -0.21217 -0.98849
N -1.02524 1.16338 -1.49261
C 0.82793 -0.04863 -0.33745
C 0.81086 0.81900 0.91140
C 0.15575 0.21624 2.14001
N 0.55054 -1.16619 2.53719
H -0.33528 -2.15690 -1.74703
H 0.10812 -0.84192 -2.96450
H -1.55307 -1.28717 -2.58358
H -1.32974 -0.47440 -0.27245
H -0.45006 1.47811 -2.27361
H -0.95226 1.81995 -0.71283
H -2.00620 1.11867 -1.78624
H 1.51074 0.33375 -1.09544
H 1.02987 -1.06609 0.00277
H 0.43587 1.84519 0.85676
H 1.87603 1.05175 1.08334
H 0.33005 0.91434 2.96340
H -0.91530 0.11552 1.94862
H 1.55651 -1.29852 2.42801
H 0.47780 -1.15043 3.54681

Frontier orbital gap: 9.39 eV
Lowest unoccupied orbital energy: -0.12838 Eh
Total charge: +1
SMILES: C[C@H]([NH3+])CCCN

C:
Molecular formula: C5H15N2
Method: DFT, ωB97M-V with the def2-TZVPD basis set

CARTESIAN COORDINATES (ANGSTROEM)
C 1.65702 0.48912 0.88606
C 0.23715 1.29766 0.97627
C -1.05103 0.46779 1.02086
C -1.17387 -0.94576 0.41103
C -1.14067 -1.06965 -1.12096
N -0.28030 -0.02214 -1.74853
N 1.85553 -0.27917 -0.29193
H 1.76632 -0.07623 1.90532
H 2.35769 1.33627 0.83012
H 0.05578 2.02050 0.13132
H 0.33600 1.94585 1.85088
H -1.46667 0.25010 1.93701
H -1.85863 1.14066 0.54611
H -2.21456 -1.44057 0.52479
H -0.49430 -1.70173 0.97307
H -0.65257 -2.05086 -1.28247
H -2.12300 -0.90219 -1.61759
H -0.14049 0.12013 -2.73334
H -0.72721 0.84596 -1.57112
H 1.31173 -1.11219 -0.07704
H 2.90325 -0.49952 -0.49567
H 0.84283 0.18596 -1.05418

Frontier orbital gap: 11.63 eV
Lowest unoccupied orbital energy: -0.10445 Eh
Total charge: +1

D:
Molecular formula: C5H15N2
Method: DFT, ωB97M-V with the def2-TZVPD basis set

CARTESIAN COORDINATES (ANGSTROEM)
C 1.54657 1.14509 -1.51074
C 1.63765 -0.07802 -0.64941
C 2.45446 -0.22556 0.38719
N 0.69457 -1.11152 -0.98928
H 0.54118 1.57114 -1.45403
H 1.76644 0.90362 -2.55082
H 2.24829 1.89629 -1.15770
H 2.47325 -1.15082 0.94938
H 3.12554 0.57981 0.64373
H 0.53279 -1.16242 -1.98989
H 1.06255 -2.01759 -0.70881
C -2.52525 0.20451 -0.04909
N -1.48203 -0.57496 0.66441
C -0.89314 0.15662 1.83045
H -2.99451 -0.42829 -0.79591
H -3.26296 0.57615 0.65902
H -2.05740 1.07102 -0.51184
H -0.73251 -0.88023 -0.02924
H -1.89892 -1.43924 1.01219
H -0.51349 1.10726 1.46594
H -0.05066 -0.41581 2.20841
H -1.67243 0.27296 2.57602

Frontier orbital gap: 9.78 eV
Lowest unoccupied orbital energy: -0.10722 Eh
Total charge: +1

D (13.1 kJ/mol below the next structure)

A:
Molecular formula: C5H15N2
Method: DFT, ωB97M-V with the def2-TZVPD basis set

CARTESIAN COORDINATES (ANGSTROEM)
C 2.09850 0.08620 2.07480
N 0.62164 0.05285 1.59995
C -0.14150 1.19297 0.83363
C -0.28402 0.92351 -0.67969
C -0.93825 -0.44479 -0.98561
C -1.56166 -0.48088 -2.42230
N 0.01513 -1.45644 -0.56396
H 2.74034 -0.78802 2.19491
H 2.52713 0.73863 1.30279
H 2.00577 0.58828 3.01373
H 0.14438 0.21824 2.48178
H 0.36749 -0.81848 1.09151
H 0.42201 2.09253 1.08843
H -1.08599 1.29859 1.38903
H -1.02869 1.67564 -1.00138
H 0.73442 1.06429 -1.05850
H -1.88738 -0.65888 -0.49125
H -1.70985 0.60596 -2.63830
H -2.50933 -1.01515 -2.36238
H -1.04220 -0.92024 -3.27659
H 0.75936 -1.53730 -1.24698
H -0.24730 -2.41752 -0.34361

Frontier orbital gap: 10.75 eV
Lowest unoccupied orbital energy: -0.10599 Eh
Total charge: +1
SMILES: C[NH2+]CC[C@@H](C)N

B:
Molecular formula: C5H15N2
Method: DFT, ωB97M-V with the def2-TZVPD basis set

CARTESIAN COORDINATES (ANGSTROEM)
C -0.03709 -2.24007 -0.19420
N -1.05069 -1.29474 -0.70322
C -1.20232 -1.24308 -2.18306
H 0.10074 -2.05730 0.86514
H -0.40857 -3.26175 -0.34324
H 0.90737 -2.09688 -0.74394
H -0.79440 -0.28650 -0.39769
H -1.97018 -1.56471 -0.29961
H -0.26732 -0.80675 -2.55583
H -2.02898 -0.56974 -2.42496
H -1.29662 -2.24902 -2.58619
C 1.88134 1.83082 1.51848
C 0.87580 0.73115 1.15485
C -0.74595 2.13708 0.28729
N -0.02990 1.10738 0.04671
H 2.67211 1.45459 2.17515
H 2.34197 2.31246 0.64898
H 1.41986 2.62479 2.10696
H 0.28979 0.40878 2.03229
H 1.48179 -0.11852 0.83174
H -0.67046 2.68543 1.23487
H -1.46831 2.49659 -0.47053

Frontier orbital gap: 11.27 eV
Lowest unoccupied orbital energy: -0.11008 Eh
Total charge: +1

C:
Molecular formula: C5H15N2
Method: DFT, ωB97M-V with the def2-TZVPD basis set

CARTESIAN COORDINATES (ANGSTROEM)
C 0.49729 -1.89357 1.80870
C 0.84926 -1.00027 0.60284
N 1.69453 0.14932 0.79790
C -0.54598 -0.46821 0.17044
N -0.46739 0.62315 -0.87660
C -0.77877 2.03009 -0.31818
C -1.26320 0.44989 -2.14308
H -0.35784 -2.52774 1.59690
H 0.23429 -1.51940 2.80818
H 1.39293 -2.46630 2.05373
H 1.14888 -1.60144 -0.24672
H 2.68677 0.05951 0.64927
H 1.58209 0.54825 1.72232
H -0.97288 0.09332 0.99982
H -1.20227 -1.27096 -0.13757
H 0.47668 0.71657 -1.25046
H -1.81875 2.18761 -0.55351
H -0.07940 2.64768 -0.89249
H -0.35227 2.23805 0.66288
H -2.05665 -0.29544 -2.12962
H -1.72371 1.40541 -2.37881
H -0.65710 0.18236 -3.00139

Frontier orbital gap: 10.89 eV
Lowest unoccupied orbital energy: -0.10065 Eh
Total charge: +1
SMILES: C[C@H](N)C[NH+](C)C

D:
Molecular formula: C5H15N2
Method: DFT, ωB97M-V with the def2-TZVPD basis set

CARTESIAN COORDINATES (ANGSTROEM)
C 2.42803 -0.06602 -0.74920
C -2.37005 -0.84492 0.08811
C 1.98216 -0.77144 0.46134
C -0.92924 -0.40334 -0.44379
C -0.03909 -0.18888 0.80579
N -1.36087 0.91062 -0.95251
N 0.09260 1.25057 1.06112
H 2.99208 -0.71544 -1.32614
H 1.66557 0.37588 -1.39148
H 3.13208 0.82560 -0.56497
H -3.10490 -0.87195 -0.67311
H -2.46570 -0.19657 0.89359
H -2.37481 -1.91820 0.45233
H 1.99933 -1.82573 0.24564
H 2.39230 -0.44791 1.36250
H -0.43271 -1.15539 -1.08276
H -0.33815 -0.69630 1.66815
H -2.39790 0.88547 -0.97713
H -0.94636 1.32367 -1.80832
H -0.25093 1.60603 1.99589
H -0.73096 1.42804 -0.07583
H 1.05753 1.49620 1.01081

Frontier orbital gap: 10.59 eV
Lowest unoccupied orbital energy: -0.10274 Eh
Total charge: +1

B (12.4 kJ/mol below the next structure)